Entry 1:
The following is a DFT calculation (ωB97M-V/def2-TZVPD) of the ion C6H13N with charge -1 at a distorted geometry.

Last column: natural (NBO) charge in e.
Atoms and positions in Å:
C -1.309 1.395 1.410  -0.84
C -0.040 0.481 1.563  -0.43
N 1.759 0.927 -0.857  -0.93
C 0.648 0.015 -0.837  0.08
C 0.038 -0.386 0.323  -0.19
C -0.531 -1.806 0.438  -0.67
C 0.209 -0.345 -2.233  -0.66
H -2.068 1.083 0.704  0.20
H -1.831 1.509 2.380  0.16
H -0.969 2.412 1.208  0.19
H -0.096 -0.057 2.516  0.18
H 0.813 1.165 1.635  0.19
H 2.207 0.822 0.050  0.32
H 2.383 1.019 -1.649  0.29
H -1.288 -1.772 1.214  0.19
H 0.248 -2.579 0.568  0.17
H -0.938 -2.173 -0.515  0.19
H -0.129 -1.384 -2.290  0.20
H 1.187 -0.662 -2.718  0.16
H -0.294 0.335 -2.910  0.19

Values from the calculation:
total charge: -1
spin multiplicity: 2
orbital gap (spin up / spin down): 0.0874 / 0.2553 hartree
largest force on an atom: 3.959 eV Å⁻¹
HOMO (spin up / spin down): 1.68 / -2.80 eV
<S²>: 0.76
energy above the lowest of the compared OMol25 structures with the same formula, charge and spin: 183.7 kJ/mol

Entry 2:
The following is a DFT calculation (ωB97M-V/def2-TZVPD) of a cluster of 2 separate species, C3H12N3 in total at a distorted geometry.

Last column: natural (NBO) charge in e.
Atoms and positions in Å:
C -2.947 -0.361 0.091  -0.72
C 1.505 1.853 0.229  -0.46
C -1.475 -0.185 0.033  0.25
N 1.795 -1.801 -0.421  -1.07
N -0.813 0.909 -0.228  -0.34
N 0.866 0.903 -0.523  -0.38
H -3.464 -0.556 1.186  0.30
H -3.493 0.509 -0.139  0.25
H -3.291 -1.261 -0.545  0.29
H 2.308 2.253 -0.386  0.26
H 0.822 2.772 0.344  0.21
H 1.831 1.557 1.225  0.20
H -0.928 -1.136 0.247  0.23
H 2.593 -2.169 -0.030  0.38
H 1.871 -2.346 -1.328  0.39
H -1.213 1.873 -0.342  0.44
H 1.332 -0.028 -0.381  0.43
H 1.072 -2.416 0.052  0.36

Values from the calculation:
total charge: +1
spin multiplicity: 1
orbital gap: 0.3486 hartree
largest force on an atom: 4.260 eV Å⁻¹
HOMO: -13.76 eV
energy above the lowest of the compared OMol25 structures with the same formula, charge and spin: 410.4 kJ/mol

Entry 3:
The following is a DFT calculation (ωB97M-V/def2-TZVPD) of a structure of composition C4H6LiO7Sc at a distorted geometry.

Last column: natural (NBO) charge in e.
Atoms and positions in Å:
O -4.281 1.114 0.039  -0.83
C -3.433 0.195 0.161  0.96
O -3.667 -1.001 -0.140  -0.85
O -2.206 0.570 0.559  -0.53
O 1.282 0.161 -0.188  -0.92
C 0.101 0.856 0.108  -0.07
C -1.081 -0.088 -0.013  -0.08
Li -5.492 -0.336 -0.480  0.96
H -0.013 1.710 -0.577  0.15
H 0.206 1.213 1.147  0.16
H -0.882 -1.024 0.527  0.19
H -1.269 -0.332 -1.067  0.18
C 3.068 -0.681 0.294  1.08
O 3.691 -0.111 -0.675  -0.90
O 3.004 -2.047 0.328  -0.66
H 3.051 -2.361 -0.582  0.49
Sc 3.141 1.589 -1.844  0.87
O 2.954 -0.068 1.456  -0.76
H 1.826 0.643 0.946  0.56

Values from the calculation:
spin multiplicity: 1
orbital gap (spin up / spin down): 0.2301 / 0.2208 hartree
largest force on an atom: 4.563 eV Å⁻¹
HOMO (spin up / spin down): -7.52 / -6.55 eV
energy above the lowest of the compared OMol25 structures with the same formula, charge and spin: 239.4 kJ/mol

Entry 4:
The following is a DFT calculation (ωB97M-V/def2-TZVPD) of a structure of composition C20H26F15IN5O4 at a distorted geometry.

Last column: Mulliken charge in e.
Atoms and positions in Å:
C -1.087 1.357 1.632  -1.10
C -0.451 2.563 1.043  0.72
N -0.667 3.678 1.577  -0.70
C 0.443 2.486 -0.193  -0.26
N -0.263 2.941 -1.409  0.56
C 0.412 2.678 -2.576  0.05
N 1.296 3.500 -3.049  0.15
C 1.667 4.783 -2.457  -0.72
C 2.846 4.684 -1.530  -0.22
N 3.574 3.674 -1.466  -0.46
N 0.161 1.505 -3.199  -0.79
I 0.090 1.728 -5.257  0.25
C -1.082 0.804 -2.768  -0.40
C -2.397 1.501 -3.170  -1.24
C -3.439 1.464 -2.059  0.75
F -2.941 1.665 -0.848  -0.07
F -3.945 0.218 -2.054  -0.37
C -4.605 2.419 -2.331  0.59
F -4.922 2.342 -3.611  -0.31
F -5.686 2.073 -1.672  -0.31
C -4.311 3.922 -2.004  0.52
F -4.796 4.660 -2.978  -0.31
F -3.001 4.193 -1.924  -0.22
C -4.980 4.441 -0.700  0.56
F -6.239 4.637 -0.836  -0.23
F -4.693 3.675 0.307  -0.22
F -4.429 5.618 -0.449  -0.27
H -0.380 0.678 2.108  0.29
H -1.657 0.775 0.911  0.18
H -1.782 1.685 2.396  0.41
H -0.178 4.411 1.056  0.24
H 1.374 3.009 0.017  0.36
H 0.711 1.444 -0.341  -0.22
H -0.573 3.904 -1.351  0.35
H 1.790 3.263 -3.900  0.24
H 0.842 5.309 -1.992  0.31
H 1.988 5.411 -3.287  0.49
H 3.035 5.553 -0.897  0.39
H 4.303 3.851 -0.777  0.28
H -1.072 -0.150 -3.284  0.67
H -1.078 0.545 -1.722  -0.04
H -2.269 2.544 -3.456  0.57
H -2.840 0.987 -4.013  0.70
C 4.074 -2.407 2.828  -0.98
C 4.228 -2.713 1.355  -0.28
O 2.946 -2.784 0.689  -0.32
C 2.350 -1.640 0.433  0.35
O 2.759 -0.540 0.686  -0.56
C 1.022 -1.895 -0.292  1.02
F 0.276 -2.817 0.325  -0.23
F 1.226 -2.316 -1.552  -0.30
F 0.296 -0.760 -0.358  -0.40
H 3.417 -3.140 3.298  0.17
H 5.044 -2.427 3.324  0.38
H 3.628 -1.426 2.989  0.32
H 4.683 -3.692 1.227  0.34
H 4.868 -1.988 0.852  0.36
C -1.028 -6.116 2.373  -0.99
C -0.545 -6.163 3.808  -0.23
O 0.629 -6.986 3.947  -0.33
C 1.771 -6.457 3.532  0.34
O 1.914 -5.365 3.059  -0.50
C 2.923 -7.443 3.771  0.91
F 2.624 -8.667 3.310  -0.25
F 3.186 -7.548 5.085  -0.26
F 4.038 -7.033 3.159  -0.23
H -1.202 -7.125 1.997  0.31
H -1.954 -5.546 2.302  0.38
H -0.289 -5.652 1.720  0.21
H -1.305 -6.621 4.438  0.32
H -0.350 -5.166 4.204  0.30

Values from the calculation:
total charge: +1
spin multiplicity: 1
orbital gap: 0.2993 hartree
largest force on an atom: 2.198 eV Å⁻¹
HOMO: -12.77 eV

Entry 5:
The following is a DFT calculation (ωB97M-V/def2-TZVPD) of a structure of composition C41H47Cl3N2OSbV at a distorted geometry.

Last column: Mulliken charge in e.
Atoms and positions in Å:
V 0.503 0.853 -0.170  0.35
Cl 1.529 3.209 7.179  -0.27
C 1.339 2.472 5.638  0.41
C 0.506 3.040 4.708  -0.79
C 0.438 2.515 3.443  0.94
Cl -0.436 3.399 2.211  -0.17
C 1.105 1.320 3.104  -1.93
O 1.012 0.710 1.965  1.20
C 1.941 0.791 4.115  0.54
Cl 2.963 -0.555 3.675  -0.27
C 2.078 1.349 5.353  -0.62
H -0.038 3.946 4.973  0.44
H 2.721 0.902 6.100  0.44
C 3.468 -2.499 -0.386  -0.88
C 3.277 -2.950 -1.696  -1.05
C 2.429 -2.205 -2.527  -1.28
C 1.822 -1.053 -1.986  0.59
N 1.965 -0.611 -0.712  2.11
C 2.781 -1.379 0.066  -0.51
C 0.956 -0.247 -2.853  1.03
C 1.105 -0.357 -4.222  -0.64
C 0.202 0.227 -5.085  -1.12
C -0.862 0.963 -4.554  -0.80
C -0.958 1.083 -3.163  -0.59
C -0.030 0.556 -2.246  0.83
H 4.038 -3.085 0.339  0.48
H 3.722 -3.864 -2.016  0.48
H 2.233 -2.472 -3.554  0.53
H 2.921 -1.052 1.101  -0.09
H 1.952 -0.849 -4.626  0.49
H 0.333 0.093 -6.162  0.34
H -1.616 1.412 -5.178  0.46
H -1.819 1.667 -2.840  0.26
N 3.817 2.049 0.916  -0.37
C 4.158 1.548 -0.354  0.35
C 5.140 0.549 -0.467  -0.52
C 5.524 0.068 -1.717  -0.37
C 5.055 0.685 -2.853  -1.00
C 4.077 1.674 -2.741  -0.43
C 3.556 2.104 -1.522  0.42
C 2.416 3.085 -1.492  0.66
C 2.493 4.272 -2.191  -0.29
C 1.443 5.228 -2.187  -0.79
C 0.302 4.909 -1.480  -1.37
C 0.192 3.631 -0.943  -0.24
C 1.255 2.705 -0.840  -0.36
H 4.147 1.472 1.685  0.35
H 2.816 2.278 0.978  0.01
H 5.530 0.145 0.461  0.34
H 6.186 -0.800 -1.787  0.37
H 5.368 0.301 -3.819  0.34
H 3.663 2.125 -3.637  0.38
H 3.390 4.553 -2.772  0.36
H 1.585 6.148 -2.732  0.37
H -0.485 5.619 -1.365  0.47
H -0.789 3.417 -0.516  0.33
C -2.750 -2.945 3.033  -1.67
C -1.769 -1.874 2.506  1.84
C -0.335 -2.462 2.510  -1.60
C -1.790 -0.622 3.426  -1.65
Sb -2.009 -1.092 0.403  -0.27
C -3.999 0.020 0.530  1.91
C -3.670 1.449 0.995  -1.79
C -5.071 -0.581 1.498  -1.71
C -4.572 0.141 -0.886  -1.61
C -2.492 -2.889 -0.901  1.59
C -2.364 -2.361 -2.332  -1.46
C -1.414 -3.928 -0.582  -1.76
C -3.862 -3.488 -0.577  -1.71
H -2.465 -3.133 4.071  0.52
H -2.734 -3.893 2.451  0.22
H -3.787 -2.545 2.986  0.26
H -0.060 -2.698 3.535  0.50
H 0.367 -1.719 2.211  0.13
H -0.213 -3.357 1.893  0.27
H -1.532 -0.910 4.432  0.64
H -2.774 -0.125 3.464  0.10
H -1.068 0.097 3.008  0.08
H -3.381 1.530 2.045  0.29
H -4.568 2.074 0.854  0.51
H -2.884 1.941 0.448  0.32
H -4.747 -0.516 2.553  0.32
H -5.229 -1.645 1.322  0.27
H -6.017 -0.005 1.447  0.46
H -3.835 0.623 -1.525  0.21
H -5.470 0.807 -0.900  0.49
H -4.840 -0.810 -1.373  0.25
H -1.451 -1.745 -2.471  0.26
H -3.215 -1.706 -2.527  0.21
H -2.337 -3.186 -3.068  0.44
H -0.447 -3.548 -0.918  0.26
H -1.688 -4.833 -1.122  0.59
H -1.389 -4.171 0.484  0.30
H -4.670 -2.840 -0.846  0.26
H -3.889 -3.724 0.456  0.34
H -4.002 -4.424 -1.150  0.50

Values from the calculation:
total charge: -1
spin multiplicity: 4
orbital gap (spin up / spin down): 0.2237 / 0.2686 hartree
largest force on an atom: 2.258 eV Å⁻¹
HOMO (spin up / spin down): -3.64 / -4.86 eV
<S²>: 3.77
energy above the lowest of the compared OMol25 structures with the same formula, charge and spin: 0.0 kJ/mol